# C3H15NO3

4 unconnected molecules or ions with the total composition C3H15NO3 at a distorted geometry (ωB97M-V with the def2-TZVPD basis set, the OMol25 dataset).

Properties
**Orbital gap**: 0.342 Eh
**Molar mass**: 113.16 g/mol
**Total charge**: 0
**SMILES**: CN(C)C.O.O.O
**Calculated total energy**: -403.7187 a.u.

Last column: natural (NBO) charge in e.
Atoms and positions in Å:
H (-0.6993, 0.5789, 0.9794)  0.21
H (2.2820, 1.5956, 1.1513)  0.47
H (-0.2332, 1.8732, -2.3190)  0.18
H (1.5007, 0.3761, 1.3021)  0.47
H (-0.5265, -1.4309, -0.5209)  0.20
H (0.9586, 0.7913, -2.9282)  0.20
H (0.7632, -1.6848, -1.6737)  0.21
O (1.1560, -2.4160, 1.6010)  -0.94
C (0.6233, 1.2608, -2.0018)  -0.42
H (-2.9196, -1.2920, 1.6607)  0.48
H (-0.6846, -0.8896, -2.2059)  0.17
C (0.0033, -0.9723, -1.3477)  -0.41
H (-0.8352, 1.9193, -0.0653)  0.20
H (1.7170, -1.6357, 1.5379)  0.47
H (0.2800, -2.0634, 1.8098)  0.47
H (-1.6834, 0.4122, -0.3792)  0.19
O (-2.4068, -0.4840, 1.6846)  -0.96
C (-0.7263, 0.8295, -0.0653)  -0.43
H (1.4183, 1.9739, -1.7645)  0.19
H (-2.3710, -0.1150, 2.5715)  0.48
N (0.4007, 0.3711, -0.8814)  -0.47
O (1.9829, 1.0016, 1.8547)  -0.94

Cartesian forces (eV/Å) of the 6 atoms listed first:
0.721 -0.399 0.247
0.142 0.114 0.364
-0.265 -0.269 0.330
-0.273 -0.088 -0.058
-0.060 -0.340 -0.037
0.053 -0.574 0.297

---

# C3H15NO3

4 unconnected molecules or ions with the total composition C3H15NO3 at a distorted geometry (ωB97M-V with the def2-TZVPD basis set, the OMol25 dataset).

Properties
**Orbital gap**: 0.373 Eh
**Molar mass**: 113.16 g/mol
**Total charge**: 0
**SMILES**: CC(C)N.O.O.O
**Calculated total energy**: -403.7774 a.u.

Last column: natural (NBO) charge in e.
Atoms and positions in Å:
H (-0.5786, -2.9907, 0.7728)  0.20
H (0.9324, -2.1609, 1.1060)  0.21
O (-0.5345, 1.6721, -2.2046)  -0.99
O (1.8364, 1.1239, 1.9453)  -0.97
H (-0.9230, -1.1812, -1.8745)  0.39
H (2.6690, 0.6690, 1.7869)  0.46
C (0.1416, -2.2661, 0.3782)  -0.61
C (-0.4687, -0.8804, 0.1301)  -0.05
H (-0.5025, -0.3525, 2.1853)  0.24
H (0.4057, -0.2382, -0.0010)  0.19
H (0.9169, 2.1630, -1.1101)  0.51
H (-1.5473, 0.6500, 1.1934)  0.21
H (-2.3022, -0.8391, -0.8416)  0.38
H (2.4906, 2.3341, -1.3879)  0.48
H (-1.2172, 2.3456, -2.2664)  0.48
H (-0.8582, 0.9530, -1.6207)  0.50
H (-2.0281, -1.0712, 1.6138)  0.20
O (1.8045, 2.2343, -0.7318)  -1.00
H (1.7715, 1.6889, 1.1559)  0.50
C (-1.2227, -0.3760, 1.3647)  -0.62
H (0.5430, -2.6740, -0.5493)  0.20
N (-1.3289, -0.8033, -1.0444)  -0.89

Cartesian forces (eV/Å) of the 6 atoms listed first:
-0.085 0.119 -0.078
0.364 -0.087 0.186
0.398 0.278 0.140
0.087 0.089 -0.199
-0.553 -0.504 -0.388
0.009 -0.088 0.152

---

# C3H15NO3

4 unconnected molecules or ions with the total composition C3H15NO3 at a distorted geometry (ωB97M-V with the def2-TZVPD basis set, the OMol25 dataset).

Properties
**Orbital gap**: 0.381 Eh
**Molar mass**: 113.16 g/mol
**Total charge**: 0
**SMILES**: CCNC.O.O.O
**Calculated total energy**: -403.7745 a.u.

Last column: natural (NBO) charge in e.
Atoms and positions in Å:
O (-0.8577, 2.2748, 0.2763)  -1.00
H (-2.0038, -0.7330, -0.0487)  0.21
H (2.6182, -1.2800, -0.2835)  0.19
H (-0.3659, 2.1959, -0.5674)  0.52
H (-0.7779, 0.4680, 3.0326)  0.46
C (2.0116, -0.7978, 0.4836)  -0.41
C (-0.0853, -1.6641, -0.3789)  -0.21
H (-0.1530, -2.3195, 0.4997)  0.16
H (-1.4390, -0.6779, -1.7355)  0.21
H (-1.0763, 3.2116, 0.3523)  0.48
H (0.1807, 0.0986, 0.5870)  0.37
H (1.9588, -1.4721, 1.3458)  0.17
C (-1.4876, -1.2861, -0.8351)  -0.61
H (-1.0030, 1.6587, 2.0538)  0.49
H (0.4229, -2.2136, -1.1712)  0.19
H (-2.0746, -2.1834, -1.0259)  0.22
H (0.7953, 0.7331, -1.4470)  0.50
N (0.7025, -0.4743, -0.0684)  -0.65
O (0.7005, 1.5827, -1.9559)  -1.00
O (-1.0590, 1.4095, 2.9826)  -0.96
H (0.4761, 1.3477, -2.8723)  0.48
H (2.5165, 0.1210, 0.7759)  0.21

Cartesian forces (eV/Å) of the 6 atoms listed first:
0.002 0.284 -0.217
-0.001 0.145 -0.080
0.001 -0.032 -0.014
-0.076 -0.067 0.080
-0.340 1.099 -0.104
0.035 0.092 -0.058

---

# C3H15NO3S

4 unconnected molecules or ions with the total composition C3H15NO3S at a distorted geometry (ωB97M-V with the def2-TZVPD basis set, the OMol25 dataset).

Properties
**Orbital gap**: 0.344 Eh
**Molar mass**: 145.22 g/mol
**Total charge**: 0
**SMILES**: C[C@H](N)CS.O.O.O
**Calculated total energy**: -801.9422 a.u.

Last column: natural (NBO) charge in e.
Atoms and positions in Å:
H (0.5136, 0.2841, 1.2302)  0.21
O (-0.8272, -3.0745, -2.8230)  -0.95
O (-0.7172, -3.6857, 0.1336)  -0.98
H (-1.0455, -1.4953, 3.0455)  0.47
N (0.9361, 2.8426, -0.8901)  -0.84
C (1.1183, 0.9848, 0.6611)  -0.54
H (-1.0078, 0.6031, -0.9294)  0.21
H (-1.0443, -3.5907, -2.0382)  0.49
C (-1.1080, 1.5224, -0.3368)  -0.64
H (-0.0154, 2.8541, 0.8895)  0.19
H (0.5438, 3.7612, -1.0421)  0.36
H (1.3394, 0.3710, -0.2282)  0.21
H (0.1481, -4.0980, 0.0389)  0.48
C (0.2168, 2.0907, 0.1409)  -0.07
H (-0.1991, -2.4088, -2.5368)  0.46
H (-0.9627, -3.5720, 1.0563)  0.50
H (3.2597, 1.9376, 0.5466)  0.14
H (0.8593, 2.3751, -1.7933)  0.35
H (-1.5550, 2.1691, -1.0968)  0.22
O (-0.4521, -1.6887, 2.3063)  -0.94
S (2.5613, 1.4810, 1.5895)  -0.02
H (-1.8488, 1.4040, 0.4561)  0.21
H (-0.7135, -1.0672, 1.6201)  0.47

Cartesian forces (eV/Å) of the 6 atoms listed first:
0.271 0.234 0.650
-0.087 -0.164 -0.309
-0.272 -0.046 -0.829
0.192 -0.025 -0.121
0.216 -0.270 -0.605
-0.827 -0.472 -0.894

---

# C3H15NO4

4 unconnected molecules or ions with the total composition C3H15NO4 at a distorted geometry (ωB97M-V with the def2-TZVPD basis set, the OMol25 dataset).

Properties
**Orbital gap**: 0.394 Eh
**Molar mass**: 129.16 g/mol
**Total charge**: 0
**SMILES**: C[C@H](N)CO.O.O.O
**Calculated total energy**: -478.9768 a.u.

Last column: natural (NBO) charge in e.
Atoms and positions in Å:
O (1.8774, -2.0459, -1.1568)  -0.94
H (1.0320, -0.3675, 1.8546)  0.36
H (1.1666, -2.1724, -0.5152)  0.47
H (0.0118, 1.4555, -0.8404)  0.16
H (-1.2660, 0.4640, 1.7856)  0.19
H (-1.4606, 2.0789, -0.4021)  0.20
O (-1.3022, 0.0158, -1.0409)  -0.73
H (-2.2470, 0.1185, -1.1782)  0.48
C (-0.4526, 0.7420, 1.1133)  -0.09
H (-1.7722, -2.6575, 1.4242)  0.46
H (1.0835, 1.5380, 2.4668)  0.21
O (-1.6542, -2.6845, 0.4723)  -0.95
N (0.4969, -0.4025, 0.9920)  -0.83
H (-1.0330, -1.9492, 0.3490)  0.49
H (1.7674, -1.1306, -1.3918)  0.46
C (-0.8880, 1.1584, -0.2653)  -0.09
H (0.4230, -0.6171, -2.8598)  0.48
C (0.2109, 1.8926, 1.9215)  -0.62
H (1.1934, -0.0758, 0.3222)  0.35
H (-0.4794, 2.4236, 2.5755)  0.22
H (0.6014, 2.6197, 1.2055)  0.20
H (1.3976, 0.2578, -3.5547)  0.46
O (1.2932, -0.6617, -3.2774)  -0.93

Cartesian forces (eV/Å) of the 6 atoms listed first:
-0.115 -0.653 0.901
-0.085 -0.564 0.116
0.140 -0.274 0.070
0.267 0.061 0.652
-0.408 -0.600 -0.587
-0.814 -0.457 0.579

---

# C3H15NO5

5 unconnected molecules or ions with the total composition C3H15NO5 at a distorted geometry (ωB97M-V with the def2-TZVPD basis set, the OMol25 dataset).

Properties
**Orbital gap**: 0.380 Eh
**Molar mass**: 145.16 g/mol
**Total charge**: 0
**SMILES**: CNC(C)=O.O.O.O.O
**Calculated total energy**: -554.2506 a.u.

Last column: natural (NBO) charge in e.
Atoms and positions in Å:
O (-0.1544, -1.6096, 3.5091)  -0.96
H (0.0064, -3.3758, 1.3579)  0.49
C (-1.2413, 2.2662, -1.7024)  -0.43
O (2.1907, -1.8787, -0.4963)  -0.99
H (1.3358, 0.7564, -1.6480)  0.47
C (-0.8123, 0.6935, 0.1604)  0.67
H (-0.9488, -3.1815, 0.1636)  0.48
H (-0.8928, 1.5870, 2.0715)  0.24
H (-0.8070, 0.2028, -1.8081)  0.42
H (1.3542, -2.3703, -0.4277)  0.51
H (-0.8338, 3.1814, -1.2808)  0.21
H (0.5919, 1.7589, 1.4581)  0.26
H (-1.1001, 2.3170, -2.7722)  0.22
O (-0.7074, -0.4908, 0.4466)  -0.63
O (-0.0762, -3.1096, 0.4449)  -0.95
C (-0.4373, 1.7764, 1.0893)  -0.74
H (-2.3299, 2.4130, -1.6716)  0.18
H (2.8465, -2.4629, -0.1367)  0.46
N (-0.8251, 0.9923, -1.1849)  -0.63
H (2.2350, -0.2862, -2.1447)  0.49
H (0.4215, -1.4421, 2.7586)  0.48
O (1.7498, 0.4714, -2.4577)  -0.96
H (-0.9038, -1.0159, 3.4330)  0.47
H (-0.6615, 2.8069, 0.8379)  0.23

Cartesian forces (eV/Å) of the 6 atoms listed first:
0.184 -0.397 0.419
-0.364 -0.065 0.317
-1.474 0.589 -1.087
-0.295 0.436 -0.435
-0.392 0.379 0.370
2.366 -1.379 -2.067

---

# C3H15O4S

5 unconnected molecules or ions with the total composition C3H15O4S at a distorted geometry (ωB97M-V with the def2-TZVPD basis set, the OMol25 dataset).

Properties
**Orbital gap**: 0.264 Eh
**Molar mass**: 147.22 g/mol
**Total charge**: -1
**Calculated total energy**: -822.4958 a.u.

Last column: natural (NBO) charge in e.
Atoms and positions in Å:
H (-2.5549, -0.9646, 1.1746)  0.48
H (2.9588, 2.2607, -0.7062)  0.19
C (0.5516, 1.0731, -0.6068)  -0.49
H (3.5120, 0.6084, -0.7433)  0.19
H (0.3427, -2.7091, -1.3436)  0.47
O (-1.7763, -0.4394, 1.3621)  -1.06
S (-1.1429, 0.7438, -1.3466)  -0.68
H (1.2438, 1.4065, -2.5527)  0.20
H (-0.7485, 1.9780, 2.5752)  0.46
O (0.3467, -2.7138, -2.3041)  -0.97
C (2.9680, 1.3669, -1.3360)  -0.62
O (-0.6611, 1.2027, 3.1441)  -0.98
H (1.6171, -0.2166, -2.0022)  0.20
O (-0.5392, -2.3478, 3.0062)  -0.97
H (-0.9603, -1.9852, 2.2061)  0.49
H (0.0359, -1.8416, -2.5837)  0.49
H (0.7545, 2.0644, -0.1967)  0.17
C (1.5938, 0.8296, -1.7082)  -0.42
H (0.5578, 0.3445, 0.1971)  0.19
H (-1.5315, 0.1496, 0.5657)  0.50
H (3.7552, 1.5444, -2.0808)  0.19
H (-0.5260, -1.6039, 3.5981)  0.47
H (-0.9751, 0.5280, 2.5243)  0.49

Cartesian forces (eV/Å) of the 6 atoms listed first:
-0.141 0.349 -0.471
-0.341 0.033 -0.107
-0.638 -0.850 -0.997
-0.364 0.166 0.314
-0.147 0.311 0.002
0.500 0.067 0.376

---

# C3H16N2O2

3 unconnected molecules or ions with the total composition C3H16N2O2 at a distorted geometry (ωB97M-V with the def2-TZVPD basis set, the OMol25 dataset).

Properties
**Orbital gap**: 0.465 Eh
**Molar mass**: 112.17 g/mol
**Total charge**: +2
**Calculated total energy**: -383.2989 a.u.

Last column: natural (NBO) charge in e.
Atoms and positions in Å:
H (-0.4095, -2.8226, 1.7207)  0.49
H (-0.8143, -4.5354, -0.2423)  0.50
H (-0.7834, 0.7907, 1.4529)  0.26
C (0.3395, -0.9754, 0.9908)  -0.23
N (-0.7683, -1.9447, 1.3214)  -0.67
C (-0.5892, 0.7490, -0.7720)  -0.24
H (0.7677, 1.0650, 0.8880)  0.26
O (0.9210, 4.0698, -0.6071)  -0.98
H (-0.1208, 2.1347, -2.3209)  0.45
H (-0.6719, -0.1606, -1.3697)  0.23
H (-1.4582, -1.5508, 1.9657)  0.44
N (0.3260, 1.7328, -1.4963)  -0.70
H (1.5794, 4.3357, -1.2572)  0.51
C (-0.1065, 0.4462, 0.6402)  -0.48
H (1.1926, 1.3113, -1.8584)  0.44
H (0.9598, -0.9225, 1.9239)  0.25
H (0.6257, -4.6843, 0.1933)  0.51
H (0.9086, -1.4849, 0.1861)  0.25
H (-1.2836, -2.1102, 0.4491)  0.44
O (-0.0687, -4.0131, 0.0945)  -1.00
H (-1.5797, 1.2033, -0.8808)  0.25
H (0.5578, 2.5226, -0.8053)  0.48
H (0.4760, 4.8433, -0.2166)  0.53

Cartesian forces (eV/Å) of the 6 atoms listed first:
-0.155 0.027 -0.657
0.152 0.069 -0.007
-0.113 -0.155 -0.769
1.051 -0.399 0.633
-0.869 1.294 -0.106
-0.394 -0.046 -1.029

---

# C3H16N2O3

4 unconnected molecules or ions with the total composition C3H16N2O3 at a distorted geometry (ωB97M-V with the def2-TZVPD basis set, the OMol25 dataset).

Properties
**Orbital gap**: 0.353 Eh
**Molar mass**: 128.17 g/mol
**Total charge**: 0
**SMILES**: NCCCN.O.O.O
**Calculated total energy**: -459.1162 a.u.

Last column: natural (NBO) charge in e.
Atoms and positions in Å:
H (0.0591, -1.1610, -1.8827)  0.17
H (-2.4379, -2.3283, 0.4948)  0.48
H (2.4388, -1.1209, -0.9119)  0.19
H (-0.5559, 1.8306, 3.1132)  0.46
O (-1.9349, -1.7438, 1.0768)  -0.94
H (2.2320, -0.3493, 1.9091)  0.36
H (0.0034, 0.2318, 0.3461)  0.21
H (1.3022, -1.8630, 0.1076)  0.16
H (3.4723, -0.1086, 0.8488)  0.36
N (2.7032, -0.6994, 1.0920)  -0.84
H (1.2304, 1.1789, -0.3467)  0.21
O (-0.1720, 2.2379, 2.3424)  -0.97
C (0.2328, -0.0879, -1.7689)  -0.22
C (1.8219, -0.9096, -0.0325)  -0.21
H (-2.2961, 1.1758, -0.2032)  0.49
H (-1.0299, -1.7825, 0.7563)  0.48
H (-1.5644, 0.0399, -2.6383)  0.35
H (-0.5828, 1.7892, 1.5860)  0.49
N (-1.0673, 0.6429, -1.9887)  -0.84
C (0.8049, 0.1716, -0.3865)  -0.45
H (0.9373, 0.1499, -2.5674)  0.18
H (-2.4679, 0.1835, 0.8715)  0.49
O (-2.2801, 1.1344, 0.7699)  -0.98
H (-0.8489, 1.3880, -2.5878)  0.35

Cartesian forces (eV/Å) of the 6 atoms listed first:
-0.213 -0.065 0.101
0.122 0.060 0.141
0.142 0.189 0.022
-0.292 -0.180 0.274
-0.311 -0.132 -0.124
-0.082 0.224 0.088

---

# C3H16N2O7

6 unconnected molecules or ions with the total composition C3H16N2O7 at a distorted geometry (ωB97M-V with the def2-TZVPD basis set, the OMol25 dataset).

Properties
**Orbital gap**: 0.346 Eh
**Molar mass**: 192.17 g/mol
**Total charge**: 0
**SMILES**: NCC(=O)NC=O.O.O.O.O.O
**Calculated total energy**: -760.1021 a.u.

Last column: natural (NBO) charge in e.
Atoms and positions in Å:
H (1.5314, -1.5592, 1.7736)  0.49
H (-2.9396, 0.0240, 1.3702)  0.50
O (2.4156, -1.2348, 2.0020)  -0.97
H (3.0693, -0.1068, -1.1860)  0.49
C (-1.3149, 1.3417, -1.8592)  0.68
H (-0.0025, 2.7348, -1.0504)  0.23
H (0.3247, -0.6806, -1.6892)  0.14
H (0.1128, 1.4670, 1.1085)  0.39
O (2.7356, 0.7904, -1.2451)  -0.95
H (-1.3011, -1.4972, 1.2108)  0.52
N (-1.3680, 0.1387, -2.5699)  -0.65
H (2.9389, -1.9794, 2.2941)  0.48
O (0.5121, 0.6110, 2.8301)  -0.96
H (0.7847, 1.1220, -1.2174)  0.22
O (-2.2149, 2.1263, -2.0886)  -0.57
H (-2.1311, -0.1115, -3.1944)  0.43
C (-0.1495, 1.6582, -0.9461)  -0.35
O (-2.3937, -0.3890, 2.0499)  -0.96
H (-0.4841, 0.1544, 0.4499)  0.37
N (-0.5429, 1.1734, 0.4034)  -0.87
H (-1.8609, 0.3121, 2.4470)  0.50
H (2.6225, 1.1241, -2.1447)  0.48
O (-0.4720, -1.8752, 0.8525)  -1.03
H (1.4562, 0.5234, 2.6145)  0.50
H (-0.5430, -2.7696, 0.5084)  0.49
H (0.2798, -0.3216, 2.8088)  0.47
O (-0.5624, -1.8499, -3.1642)  -0.58
C (-0.5029, -0.9270, -2.3686)  0.52

Cartesian forces (eV/Å) of the 6 atoms listed first:
0.172 -0.288 -0.195
0.220 0.276 0.139
-0.184 0.336 -0.212
0.120 -0.005 -0.617
-1.355 0.657 -1.424
-0.110 -0.120 0.566

---

# C3H16NO3

4 unconnected molecules or ions with the total composition C3H16NO3 at a distorted geometry (ωB97M-V with the def2-TZVPD basis set, the OMol25 dataset).

Properties
**Orbital gap (spin up / spin down)**: 0.139 / 0.413 Eh
**Molar mass**: 114.16 g/mol
**Total charge**: 0
**Multiplicity**: 2
**Calculated total energy**: -404.1749 a.u.

Last column: Löwdin spin population.
Atoms and positions in Å:
O (2.5136, 1.0043, 0.7968)  0.04
H (-1.3611, -3.4609, -2.6382)  0.00
N (-0.2349, -0.0435, -0.6782)  0.17
H (1.0702, -1.9225, -2.2725)  0.02
H (0.6001, 0.4020, -1.0050)  0.10
O (0.2838, 2.3468, 1.3649)  0.08
H (-1.1859, -1.7350, -3.1744)  0.03
H (0.3137, -3.4415, -1.1226)  0.01
H (-0.2370, 2.7791, 2.0826)  0.01
H (1.4172, -1.4626, 0.0825)  0.01
H (-0.2201, 2.6568, 0.5785)  0.05
H (-0.3378, -1.8236, 0.3563)  0.02
O (-1.3508, 3.1945, 3.5829)  0.02
H (-1.9990, 3.8480, 3.3909)  0.00
C (0.3356, -1.4775, -0.3842)  0.08
H (3.1112, 1.1367, 1.4830)  0.01
H (-0.9980, -0.1049, -1.3975)  0.12
H (-0.6232, 0.4240, 0.2165)  0.08
H (2.6464, 1.4847, 0.0763)  0.02
C (0.3234, -2.3923, -1.6535)  0.04
H (-1.0455, 3.2325, 4.4061)  0.00
C (-1.0321, -2.4206, -2.3499)  0.06
H (-1.9897, -2.2245, -1.7413)  0.02

Cartesian forces (eV/Å) of the 6 atoms listed first:
-2.627 -4.679 2.915
0.979 0.871 -0.398
-0.116 -2.047 1.545
0.751 -1.229 -0.524
0.628 1.652 -0.818
-1.350 0.995 -0.153